Record 1
{"formula": "C24H54BFN4O12P", "method": "ωB97M-V/def2-TZVPD", "mol_weight_g_mol": 651.5, "total_charge": -1, "max_force_ev_per_a": 0.7, "homo_energy_ev": -6.24, "lumo_ev": 2.0927, "species": ["C", "C", "C", "C", "O", "B", "C", "C", "O", "F", "O", "C", "N", "C", "C", "O", "C", "C", "O", "C", "P", "O", "O", "O", "O", "H", "H", "H", "H", "H", "H", "H", "H", "H", "H", "H", "H", "H", "H", "H", "H", "H", "H", "H", "H", "H", "C", "C", "C", "O", "C", "N", "H", "H", "H", "H", "H", "H", "H", "H", "H", "H", "H", "C", "C", "C", "O", "C", "N", "H", "H", "H", "H", "H", "H", "H", "H", "H", "H", "H", "C", "C", "C", "O", "C", "N", "H", "H", "H", "H", "H", "H", "H", "H", "H", "H", "H"], "coordinates": [[-4.9535, 1.9646, 1.6323], [-3.9809, 3.1205, 1.4074], [-2.5881, 2.6744, 0.9428], [-1.8473, 1.9962, 2.0856], [-0.4902, 1.7733, 1.8161], [0.2530, 1.1735, 2.9107], [0.1761, 2.0279, 4.3388], [0.4274, 3.4466, 4.0570], [-0.3632, 4.3373, 3.9447], [1.7328, 3.7304, 3.8862], [1.6833, 1.0349, 2.5148], [2.0516, -0.2295, 2.9549], [3.3600, -0.5694, 2.3799], [3.8779, -1.8940, 2.7215], [4.0531, -2.2294, 4.1701], [4.2262, -2.6366, 1.8435], [4.3627, 0.3824, 2.7702], [5.6221, 0.3103, 1.9506], [4.2170, 1.1758, 3.6654], [0.8163, -1.0338, 2.5301], [0.5991, -2.7564, 3.0090], [0.9753, -3.1133, 4.3790], [-0.9280, -3.1304, 2.7016], [1.4288, -3.5832, 1.9085], [-0.2004, -0.2625, 3.1171], [-4.9812, 1.3127, 0.7577], [-4.6337, 1.3559, 2.4772], [-5.9609, 2.3217, 1.8426], [-4.4052, 3.8106, 0.6743], [-3.8896, 3.6818, 2.3410], [-2.7388, 1.9911, 0.1046], [-2.0495, 3.5623, 0.6113], [-1.9835, 2.6364, 2.9640], [-2.3567, 1.0491, 2.3042], [0.9207, 1.6393, 5.0296], [-0.8123, 1.9997, 4.7921], [2.0513, -0.2324, 4.0547], [4.1387, -3.3078, 4.2478], [3.2417, -1.8641, 4.7883], [4.9888, -1.7795, 4.5100], [5.5118, 0.9178, 1.0565], [5.8461, -0.7096, 1.6447], [6.4400, 0.6754, 2.5675], [0.6931, -0.9275, 1.4352], [-1.1061, -3.0872, 1.7540], [1.5533, -3.0685, 1.0999], [0.8009, 1.5168, -4.5479], [-0.6278, 0.9934, -4.4688], [-1.4918, 1.7004, -3.4148], [-1.2401, 1.3101, -2.0878], [-0.1626, 1.9821, -1.4389], [-0.5960, -0.4597, -4.2768], [1.4029, 1.1735, -3.7067], [1.2798, 1.1646, -5.4611], [0.8212, 2.6080, -4.5600], [-1.1013, 1.1853, -5.4380], [-2.5379, 1.4379, -3.6057], [-1.4071, 2.7920, -3.5134], [-0.0963, 3.0245, -1.7677], [0.7857, 1.4749, -1.6328], [-0.3552, 1.9653, -0.3690], [-1.5426, -0.8246, -4.3269], [-0.3081, -0.6319, -3.3171], [-1.5118, -5.6256, 5.1422], [-2.1499, -6.9504, 5.5421], [-3.4360, -7.2665, 4.7671], [-4.5748, -6.5393, 5.1857], [-4.7056, -5.2450, 4.6252], [-2.3536, -6.9797, 6.9943], [-2.0555, -4.7709, 5.5435], [-0.4947, -5.5605, 5.5238], [-1.4655, -5.5164, 4.0583], [-1.4406, -7.7480, 5.2979], [-3.6884, -8.3190, 4.9291], [-3.2798, -7.1300, 3.6886], [-4.3465, -5.2217, 3.5923], [-4.1679, -4.4918, 5.2039], [-5.7660, -4.9927, 4.6342], [-2.6868, -7.8987, 7.2709], [-3.1213, -6.3510, 7.2128], [2.3548, 4.5364, -10.3483], [1.0975, 4.3336, -9.5097], [1.3648, 4.2499, -8.0011], [1.8959, 3.0171, -7.5649], [3.2984, 2.8795, -7.6749], [0.3686, 3.1687, -10.0169], [2.9401, 3.6200, -10.4234], [2.0840, 4.8313, -11.3616], [2.9914, 5.3157, -9.9249], [0.4582, 5.2091, -9.6603], [0.4087, 4.3536, -7.4807], [2.0062, 5.0775, -7.6692], [3.8073, 3.8296, -7.4857], [3.5966, 2.4996, -8.6557], [3.6130, 2.1582, -6.9213], [-0.5232, 3.0923, -9.5371], [0.8797, 2.3359, -9.7376]], "forces_ev_per_angstrom": [[0.2381, -0.0143, 0.0482], [-0.0780, -0.0040, 0.0327], [-0.5037, 0.0614, 0.2705], [-0.3445, -0.0201, -0.0074], [0.0740, 0.2438, 0.0545], [0.1594, -0.1276, -0.1902], [-0.3393, 0.1037, -0.1303], [-0.5004, 0.1909, 0.0814], [0.1359, -0.0378, -0.0204], [0.4664, 0.1072, -0.0420], [-0.1716, -0.1402, -0.1253], [-0.1826, 0.4374, 0.1516], [0.0247, 0.1094, 0.5379], [-0.0440, -0.1014, -0.6142], [0.0002, -0.1791, -0.0001], [0.0308, 0.0679, 0.0338], [-0.1086, 0.2842, -0.0129], [0.2764, -0.3094, 0.3466], [-0.0224, -0.2174, -0.2633], [-0.5805, 0.3093, -0.2993], [0.0853, -0.0633, 0.6263], [-0.0359, -0.0621, -0.0770], [0.0242, -0.0079, -0.1631], [-0.1315, 0.0698, -0.2221], [0.1623, 0.0551, 0.3595], [-0.0943, -0.0125, -0.0631], [-0.0349, -0.0604, 0.0405], [-0.0790, 0.0043, -0.0257], [-0.0079, -0.0027, -0.0680], [0.0528, 0.1048, -0.0049], [0.3259, 0.0336, -0.1918], [0.2354, -0.0789, -0.0838], [0.1329, 0.0339, 0.0912], [0.0859, -0.1097, 0.0669], [0.0938, -0.0831, -0.0302], [-0.0517, -0.2751, 0.0675], [0.2933, -0.2292, 0.0599], [-0.0555, -0.0632, 0.1206], [-0.0722, 0.0103, 0.0653], [0.0095, 0.1196, -0.0017], [-0.0533, 0.0913, -0.0412], [-0.0767, -0.0085, -0.1480], [0.0423, 0.1928, -0.1248], [0.4386, -0.3365, -0.1490], [-0.1785, 0.0390, 0.0727], [0.2396, -0.1022, 0.0116], [0.0739, 0.0180, -0.0661], [0.1203, -0.0070, 0.0677], [-0.1322, 0.0055, -0.0401], [0.0536, 0.0645, -0.0025], [-0.0760, -0.1041, 0.0454], [-0.1027, 0.0136, 0.0162], [-0.0503, 0.0013, 0.0536], [-0.0218, -0.0205, -0.0077], [0.0012, 0.0032, 0.0119], [-0.0411, 0.0164, 0.0047], [0.0049, -0.0214, 0.0213], [0.0520, -0.0023, -0.0343], [0.0173, -0.0081, -0.0732], [0.0494, 0.0957, -0.0041], [0.0872, -0.0800, 0.0092], [0.0102, -0.0072, -0.0494], [0.0525, -0.0082, -0.0085], [0.1074, -0.0620, 0.0187], [-0.0413, 0.2057, 0.0273], [0.0433, -0.1821, -0.0122], [-0.0172, 0.0751, -0.0492], [-0.0782, -0.0255, 0.0798], [-0.0961, -0.1286, -0.0558], [-0.0320, -0.0017, -0.0005], [-0.0015, 0.0266, 0.0261], [-0.0144, 0.0275, -0.0033], [-0.0218, -0.0359, -0.0328], [-0.0414, 0.0231, 0.0382], [0.0429, 0.0354, 0.0049], [0.0329, 0.0147, -0.0087], [0.0438, 0.0134, -0.0575], [-0.0040, -0.0220, 0.0022], [0.0566, -0.0058, 0.0073], [0.0550, 0.0659, 0.0230], [0.0140, 0.0669, -0.0329], [0.0993, -0.0888, -0.0662], [-0.1375, 0.0779, 0.0624], [0.0758, -0.0096, -0.0597], [-0.0522, -0.0983, 0.0689], [-0.0375, 0.0174, 0.1264], [-0.0032, -0.0234, 0.0373], [-0.0220, -0.0337, -0.0087], [0.0050, -0.0111, 0.0116], [-0.0144, 0.0214, 0.0476], [0.0042, -0.0463, 0.0118], [0.0278, 0.0071, -0.0593], [0.0129, 0.0160, -0.0206], [0.0316, 0.0654, -0.0166], [-0.0130, 0.0072, 0.0149], [-0.0254, 0.0352, -0.0575], [0.0222, -0.0094, -0.0504]]}

---

Record 2
{"formula": "C26H29F32N2O9S2", "method": "ωB97M-V/def2-TZVPD", "mol_weight_g_mol": 1185.6, "total_charge": -1, "max_force_ev_per_a": 2.8, "homo_energy_ev": -6.11, "lumo_ev": 1.8248, "species": ["C", "C", "N", "C", "C", "S", "O", "O", "N", "S", "O", "O", "C", "C", "O", "H", "H", "H", "H", "H", "H", "H", "H", "H", "H", "H", "H", "H", "C", "C", "C", "F", "F", "F", "F", "O", "C", "C", "F", "F", "F", "F", "H", "H", "H", "H", "C", "C", "C", "F", "F", "F", "F", "O", "C", "C", "F", "F", "F", "F", "H", "H", "H", "H", "C", "C", "C", "F", "F", "F", "F", "O", "C", "C", "F", "F", "F", "F", "H", "H", "H", "H", "C", "C", "C", "F", "F", "F", "F", "O", "C", "C", "F", "F", "F", "F", "H", "H", "H", "H"], "coordinates": [[-6.9684, -0.3193, 0.3013], [-5.7508, -1.0272, 0.8952], [-4.5478, -0.6139, 0.1742], [-3.3264, -0.6889, 0.9877], [-2.4179, 0.5285, 0.7302], [-1.0415, 0.1112, -0.3098], [-0.0782, -0.5197, 0.5530], [-1.5204, -0.7492, -1.3715], [-0.4481, 1.5009, -0.8521], [-1.0019, 1.9410, -2.2714], [-2.4312, 1.9050, -2.3757], [-0.4490, 3.2509, -2.5429], [-4.4235, -1.2942, -1.0957], [-4.0440, -2.7610, -1.1326], [-4.6160, -0.6880, -2.1526], [-6.6632, 0.6909, 0.0761], [-7.8138, -0.3300, 0.9760], [-7.2079, -0.7949, -0.6418], [-5.9107, -2.1113, 0.8850], [-5.6482, -0.7286, 1.9294], [-2.7593, -1.5889, 0.7969], [-3.5643, -0.6581, 2.0379], [-2.0473, 0.9268, 1.6653], [-3.0108, 1.3012, 0.2647], [-0.4408, 1.1364, -3.1952], [-3.1774, -2.8342, -1.7716], [-3.8402, -3.2038, -0.1662], [-4.8451, -3.2810, -1.6409], [-1.1675, 8.8794, -3.2655], [-0.4371, 9.3156, -1.9784], [0.9346, 9.9815, -2.1235], [1.8424, 9.1488, -2.6578], [1.3830, 10.3391, -0.8937], [-0.3537, 8.2776, -1.1287], [-1.2379, 10.2562, -1.3883], [-1.1169, 7.5130, -3.6295], [-0.1175, 7.0049, -4.4318], [0.6525, 5.8945, -3.7208], [1.2658, 6.3826, -2.6239], [1.6193, 5.4210, -4.5583], [0.6981, 7.9816, -4.8933], [-0.7150, 6.4617, -5.5153], [-2.2214, 9.0485, -3.0491], [-0.9284, 9.5329, -4.1047], [0.8652, 10.8832, -2.7391], [-0.0081, 5.0750, -3.4266], [-1.7269, -4.7766, 4.9229], [-2.0857, -3.6857, 3.8971], [-1.0024, -2.6597, 3.5538], [-0.6654, -1.9213, 4.6355], [-1.4724, -1.8220, 2.6151], [-3.2203, -3.0557, 4.2802], [-2.3658, -4.3364, 2.7335], [-2.1826, -4.6001, 6.2640], [-1.4353, -3.9421, 7.2068], [-2.1903, -2.7327, 7.7631], [-2.4341, -1.8384, 6.7904], [-1.4301, -2.1317, 8.7104], [-0.2140, -3.6043, 6.7566], [-1.2448, -4.8014, 8.2405], [-2.2604, -5.6645, 4.5875], [-0.6693, -5.0232, 4.8823], [-0.1072, -3.1504, 3.1606], [-3.1383, -3.0473, 8.2040], [2.4589, 0.6139, -7.8838], [3.9893, 0.4613, -8.0002], [4.6710, -0.6204, -7.1573], [4.5421, -0.3839, -5.8436], [5.9985, -0.6261, -7.4440], [4.5823, 1.6521, -7.7829], [4.2383, 0.1227, -9.3023], [1.9546, 1.6561, -7.0695], [1.6916, 1.4677, -5.7232], [2.5019, 2.4310, -4.8545], [3.8291, 2.2103, -5.0230], [2.1976, 2.2209, -3.5633], [1.8694, 0.1847, -5.3536], [0.3883, 1.7514, -5.5351], [2.1385, 0.8921, -8.8870], [1.9731, -0.3383, -7.6711], [4.2640, -1.6085, -7.3898], [2.2811, 3.4655, -5.1179], [3.6768, -4.1184, 5.8349], [5.2108, -4.2592, 5.7833], [5.9373, -3.7486, 4.5355], [5.5753, -4.4392, 3.4395], [7.2700, -3.9219, 4.7068], [5.5536, -5.5446, 6.0201], [5.6929, -3.5194, 6.8215], [2.8990, -5.2729, 5.5337], [2.4939, -5.5657, 4.2556], [2.9986, -6.9378, 3.8045], [4.3432, -6.9557, 3.7793], [2.5459, -7.1884, 2.5562], [2.8164, -4.5977, 3.3874], [1.1311, -5.6215, 4.2807], [3.4526, -3.9245, 6.8822], [3.3289, -3.2406, 5.2918], [5.7424, -2.6847, 4.3764], [2.6438, -7.7158, 4.4839]], "forces_ev_per_angstrom": [[0.6283, -0.4116, -0.1293], [-0.4421, 0.3086, -0.3681], [0.1679, -0.3779, 0.3035], [0.3129, 0.6734, -0.6564], [-0.5799, -0.2215, -0.0277], [0.7501, 0.1487, -0.2004], [0.4131, 0.0471, 0.5331], [-0.4501, -0.1251, -0.2461], [-0.1422, -0.8680, -0.0925], [-0.1975, 1.6701, 0.6763], [-0.4818, -0.6365, -0.3185], [0.6503, 0.2193, -0.3577], [-0.0213, 1.6077, -2.2036], [-0.1419, 0.4223, -0.0870], [-0.0217, -1.3957, 2.3970], [-0.1084, 0.4144, 0.0126], [-0.2883, -0.0852, 0.0777], [-0.3686, -0.0034, -0.2197], [0.0634, -0.2158, 0.0728], [0.2092, 0.0656, 0.2719], [0.0534, -0.3787, -0.0008], [-0.4436, -0.2244, 0.2856], [0.4279, 0.0256, 0.1126], [-0.0543, 0.2047, -0.4067], [-0.1967, -0.2930, 0.1207], [0.3822, -0.0227, -0.0585], [-0.0227, -0.0755, 0.1767], [-0.2733, -0.2489, -0.0008], [-0.4658, 0.1055, -0.3680], [-0.0843, -0.6557, -0.0009], [0.0925, 0.2776, 0.1098], [-0.0568, -0.1637, -0.1069], [-0.0976, 0.0103, -0.0120], [0.0969, 0.0071, 0.0125], [0.0436, 0.1983, -0.1261], [0.5851, 0.0204, 0.3575], [-0.3929, 0.3749, -0.1149], [-0.1198, -0.4851, 0.3732], [0.0563, 0.2354, -0.0741], [-0.0383, 0.2314, -0.1100], [0.0589, -0.0294, 0.1149], [0.0562, -0.0386, -0.0430], [0.0053, -0.0319, 0.1007], [0.2734, 0.0139, 0.0410], [-0.0409, -0.0234, -0.0174], [-0.0221, -0.0444, -0.0444], [0.0876, -0.5422, 0.0278], [-0.3407, 0.0792, 0.4754], [0.2581, 0.1834, -0.4492], [-0.0612, -0.1310, 0.2243], [-0.0048, -0.2056, 0.3688], [0.0607, 0.0796, 0.0137], [0.1588, -0.0755, -0.0740], [0.0107, 0.6672, -0.1123], [0.0343, -0.5829, -0.3932], [-0.1347, 0.1751, 0.1358], [0.0697, -0.0108, -0.0770], [0.0122, -0.0626, -0.0015], [-0.0353, 0.1085, -0.0164], [-0.0023, 0.0588, 0.0921], [-0.0801, 0.0538, -0.0158], [-0.1309, 0.2919, 0.1068], [-0.0191, -0.0639, 0.0477], [0.0417, -0.0672, 0.0151], [-0.5492, -0.0548, -0.2569], [-0.1789, 0.5593, 0.2322], [0.1728, -0.2249, -0.0831], [-0.1363, 0.1323, 0.0765], [-0.0509, 0.0181, -0.0801], [0.0610, -0.0335, 0.0590], [-0.0327, -0.2137, -0.0194], [0.6584, -0.0715, 0.3090], [-0.2997, -0.2307, -0.4498], [0.0624, 0.3205, 0.1657], [0.0124, -0.1584, -0.0877], [0.0474, -0.1219, -0.0325], [0.1667, 0.0329, -0.0092], [-0.0024, 0.0469, 0.0284], [0.0756, 0.0541, -0.0208], [0.1787, -0.0891, 0.1994], [-0.0372, 0.0274, -0.0173], [-0.0606, -0.1208, -0.0517], [-0.4489, 0.3112, 0.2651], [-0.2638, -0.5320, 0.0378], [0.2314, 0.2086, -0.0419], [-0.1767, -0.1147, 0.0174], [-0.0411, 0.0002, 0.0804], [0.0344, -0.0006, -0.0959], [-0.0021, 0.1980, -0.0468], [0.5705, -0.2865, -0.3500], [-0.0464, 0.7431, 0.5081], [-0.0440, -0.2807, -0.0575], [0.0546, 0.1175, 0.0050], [-0.0345, 0.0455, 0.0398], [0.1061, -0.1259, -0.0881], [0.1975, -0.2491, -0.1873], [0.0417, -0.0779, 0.0343], [0.1296, -0.0483, -0.2394], [-0.0483, -0.0150, 0.0150], [-0.0469, 0.0521, 0.0155]]}

---

Record 3
{"formula": "C9H14", "method": "ωB97M-V/def2-TZVPD", "mol_weight_g_mol": 122.2, "max_force_ev_per_a": 1.8, "homo_energy_ev": -8.99, "lumo_ev": 1.0100, "species": ["C", "C", "C", "C", "C", "C", "C", "H", "H", "H", "H", "H", "H", "H", "H", "C", "C", "H", "H", "H", "H", "H", "H"], "coordinates": [[1.6146, 1.2194, -1.9453], [-1.5227, -0.9444, -0.0071], [-0.4343, -1.6275, -0.5122], [-1.7828, 0.3213, -0.5437], [0.5408, -0.9528, -1.2370], [-0.7679, 1.0287, -1.1739], [0.4501, 0.4211, -1.4623], [-2.2569, -1.3265, 0.6873], [-0.3105, -2.7065, -0.4743], [-2.7034, 0.7790, -0.2227], [1.4664, -1.4334, -1.5044], [-0.9929, 2.0415, -1.5037], [1.3847, 2.2797, -2.0435], [2.0496, 0.9358, -2.9065], [2.4413, 1.2089, -1.2185], [0.9195, -0.3343, 2.3201], [0.2896, 0.6312, 3.2959], [1.2889, 0.0931, 1.3973], [1.7777, -0.8334, 2.7803], [0.2414, -1.1268, 2.0140], [-0.7720, 0.8070, 3.0908], [0.4309, 0.3902, 4.3516], [0.6687, 1.6509, 3.2555]], "forces_ev_per_angstrom": [[0.8150, 0.6945, -0.0397], [-0.7827, 0.5069, -1.1378], [0.5617, -0.6139, -0.5862], [0.7788, -0.2344, 1.5797], [0.0734, 0.7163, 0.4362], [-0.6281, 0.1138, -0.5870], [-0.3515, -0.1424, -0.0058], [0.0516, -0.5704, -0.1655], [-0.0947, 0.1079, 0.7273], [-0.1445, 0.4013, -0.2542], [0.0566, -0.3847, -0.2009], [0.3321, -0.0389, 0.1462], [-0.3332, 0.0243, -0.0141], [-0.2116, -0.3693, 0.0469], [-0.2061, -0.2695, -0.0996], [0.5411, -0.6943, 0.3141], [-0.5331, 1.1287, 0.2005], [-0.0882, 0.4453, -0.1581], [0.0073, 0.0470, -0.0332], [-0.1096, 0.0047, 0.1853], [-0.0163, -0.4253, 0.1600], [-0.2488, -0.5003, -0.1431], [0.5307, 0.0526, -0.3709]]}